A single C5H6INO3 molecule at a distorted geometry, computed with the ωB97M-V functional and the def2-TZVPD basis.

The calculation puts the total energy at -772.1832 Eh. The expectation value of S² is 2.0068. For the molar mass, the calculation gives 255.01 g/mol. The value obtained for the HOMO energy (alpha / beta) is -7.0 / -9.8 eV. As for the spin multiplicity: 3. The HOMO-LUMO gap (alpha / beta) is 7.410 / 6.429 eV.

Each line ends with the Löwdin charge.
Element x y z (Å)
C: -0.876 -1.087 -1.349  0.01
C: -0.911 0.329 -0.801  -0.40
C: -0.440 -1.974 -0.220  -0.46
C: 0.551 0.744 -0.634  -0.13
C: 1.136 -0.216 0.403  -0.72
N: 1.214 0.389 1.682  0.13
O: -1.869 0.952 -0.500  0.15
O: -0.825 -3.034 0.138  0.17
O: 0.586 -1.453 0.514  0.03
I: 3.656 -0.275 -0.414  0.49
H: 0.033 -1.130 -1.968  0.14
H: 1.136 0.551 -1.601  0.09
H: 0.739 1.836 -0.300  0.15
H: -1.751 -1.641 -1.794  0.16
H: 1.499 1.402 1.663  0.11
H: 1.764 -0.060 2.413  0.10